Density functional theory data (the ωB97M-V functional and the def2-TZVPD basis) for a 2-piece molecular cluster, C3H3FN2O overall at a distorted geometry.

XYZ file:
```
10
Properties=species:S:1:pos:R:3:forces:R:3:lowdin_charge:R:1
C 1.12850 -0.31389 0.01483 0.062 -1.578 -0.901 -0.40
C 0.76931 0.93319 0.04267 0.377 4.347 -1.528 -0.06
C -1.24409 -0.31241 -0.01333 4.474 -0.992 -1.282 -0.58
H 1.32057 1.89349 -0.38507 -1.152 -2.286 1.702 0.17
H -1.33826 1.71619 -0.03414 2.229 -1.305 0.300 0.20
H -0.04205 -2.17352 0.66050 -0.101 3.784 -3.853 0.31
N -0.63489 0.90267 0.01075 -4.938 3.816 0.029 0.06
N -0.02870 -1.08315 -0.29340 1.507 -6.155 5.355 0.13
O -2.32596 -0.80176 -0.00201 -1.322 0.715 0.402 0.08
F 2.39557 -0.76082 -0.00080 -1.136 -0.345 -0.224 0.08
```
Forces are in eV/Å.

## Properties
- largest force on an atom (eV Å⁻¹) = 8.3
- lowest unoccupied orbital energy (eV) = 0.119
- HOMO (eV) = -8.776
- energy above the lowest of the compared OMol25 structures with the same formula, charge and spin (kcal per mole) = 73.4



Density functional theory data (the ωB97M-V functional and the def2-TZVPD basis) for an isolated molecule of C3H6N2OS at a distorted geometry.

XYZ file:
```
13
Properties=species:S:1:pos:R:3:forces:R:3:lowdin_charge:R:1
C 0.21298 -0.42649 0.33842 -4.599 -0.541 -5.271 -0.39
C -0.66501 0.60014 -1.53795 1.503 -0.736 -3.939 -0.40
C 0.30470 -1.55355 1.31744 -1.966 0.734 0.057 -0.02
N -0.61365 -0.58011 -0.81006 2.540 -0.719 6.118 -0.03
N 0.76708 0.79587 0.40020 1.416 0.768 0.652 -0.15
O -0.71551 2.88193 0.05184 -0.731 0.539 0.253 -0.50
S 0.21258 2.06078 -0.69199 0.371 -2.024 -0.136 0.92
H -0.07320 0.28517 -2.59828 -0.848 1.506 2.468 0.15
H -1.67182 0.76322 -1.97354 0.374 0.696 0.829 0.09
H 1.28273 -1.89904 1.45800 1.379 -0.431 0.642 0.06
H -0.27332 -2.28593 0.83126 -0.174 -1.406 -1.142 0.06
H -0.35850 -1.54492 2.22324 1.211 1.123 -0.274 0.11
H 1.59094 0.90295 0.99142 -0.477 0.491 -0.258 0.12
```
Forces are in eV/Å.

## Properties
- largest force on an atom (eV Å⁻¹) = 7.0
- lowest unoccupied orbital energy (eV) = 0.581
- HOMO (eV) = -8.707
- energy above the lowest of the compared OMol25 structures with the same formula, charge and spin (kcal per mole) = 77.3



Density functional theory data (the ωB97M-V functional and the def2-TZVPD basis) for a 3-piece molecular cluster, C4H14N2O4 overall at a distorted geometry.

XYZ file:
```
24
Properties=species:S:1:pos:R:3:forces:R:3:lowdin_charge:R:1
N 0.26742 2.02208 0.92774 2.233 1.426 -1.647 0.05
C 1.08466 1.52462 -0.18860 3.146 -0.692 3.445 -0.32
C 0.45498 1.40608 -1.51515 -1.282 -1.094 -0.825 -0.15
C -0.91587 0.70595 -1.42205 -1.532 -1.079 0.958 -0.23
O -0.88325 -0.37804 -0.50351 -0.573 -0.790 0.377 -0.17
C 1.51135 0.06492 0.47240 0.053 0.130 -2.068 -0.43
N 1.86944 -0.00076 1.79797 -0.102 0.390 -0.721 0.17
O 1.35181 -0.91065 -0.23692 1.677 -0.559 0.741 0.01
H -0.40160 -1.11179 -0.89513 0.690 0.318 0.339 0.06
H -0.11198 2.87004 0.53008 -1.389 -0.213 0.932 0.08
H -0.24151 1.22717 1.21966 -1.859 0.139 0.398 0.06
H 2.01432 2.19722 -0.29911 -1.075 -1.051 0.334 0.15
H 1.06981 0.63942 -2.12876 -0.656 1.922 0.495 0.15
H 0.25893 2.43389 -1.91880 0.742 -0.984 -0.244 0.13
H -1.90789 1.04988 -0.98595 1.485 1.594 -1.285 0.15
H -1.09371 0.26949 -2.38716 -0.578 0.220 -0.762 0.10
H 2.32324 0.82079 2.11318 0.000 0.858 0.645 0.09
H 2.15786 -0.83721 2.29411 -0.128 -0.123 -0.819 0.12
H -2.94831 -1.81238 -0.16866 0.251 0.114 -0.309 0.03
H -1.87793 -1.93715 -1.28993 -1.773 -0.047 0.490 0.03
O -2.84259 -2.04746 -1.09966 0.680 -0.511 -0.375 -0.08
H -0.95474 -3.10771 1.59624 -1.060 -0.705 -0.609 0.00
H 0.09999 -2.10493 1.83909 -0.741 -2.450 1.423 0.07
O -0.28444 -2.98346 2.24891 1.792 3.187 -0.914 -0.08
```
Forces are in eV/Å.

## Properties
- largest force on an atom (eV Å⁻¹) = 4.7
- lowest unoccupied orbital energy (eV) = 0.523
- HOMO (eV) = -9.682
- energy above the lowest of the compared OMol25 structures with the same formula, charge and spin (kcal per mole) = 62.2



Density functional theory data (the ωB97M-V functional and the def2-TZVPD basis) for a 2-piece molecular cluster, C4H8N2O2 overall at a distorted geometry.

XYZ file:
```
16
Properties=species:S:1:pos:R:3:forces:R:3:lowdin_charge:R:1
C 1.70795 0.07040 -0.13920 -0.902 -0.361 -1.279 -0.15
C -1.97388 -0.26752 0.41085 0.048 -0.122 1.333 -0.02
N 0.29660 0.44851 -0.32548 1.006 1.050 1.616 -0.24
C -0.50982 -0.66476 0.32103 0.583 -1.262 -4.034 -0.54
N 0.00899 0.94403 -1.61249 -0.560 -0.873 0.125 0.05
C 1.85437 0.18062 1.30766 -1.114 -0.133 1.742 -0.12
O -0.23807 -1.81534 -0.15314 -0.477 1.192 1.395 -0.05
O 2.49748 0.59099 2.18948 -0.849 -0.711 -1.176 0.20
H -0.39213 0.18035 -2.16290 0.156 0.175 -0.187 0.09
H -0.70753 1.65611 -1.50761 0.124 -0.052 -0.052 0.08
H 1.75193 -1.00975 -0.41903 0.758 0.492 0.057 0.14
H 2.39208 0.74911 -0.65376 -0.111 -0.274 -0.048 0.14
H 0.34791 -0.49763 1.47142 0.951 0.716 0.562 0.18
H -2.10257 0.59968 1.06230 -0.129 -0.003 -0.144 0.08
H -2.55640 -1.10724 0.79333 0.132 0.078 0.093 0.08
H -2.37690 -0.05758 -0.58246 0.383 0.088 -0.003 0.08
```
Forces are in eV/Å.

## Properties
- largest force on an atom (eV Å⁻¹) = 4.3
- lowest unoccupied orbital energy (alpha / beta) (eV) = -0.590 / -0.590
- HOMO (alpha / beta) (eV) = -8.984 / -8.984
- energy above the lowest of the compared OMol25 structures with the same formula, charge and spin (kcal per mole) = 134.7



Density functional theory data (the ωB97M-V functional and the def2-TZVPD basis) for an isolated molecule of C3H7N3O2.

XYZ file:
```
15
Properties=species:S:1:pos:R:3:forces:R:3:lowdin_charge:R:1
O 1.30079 1.75821 1.00593 0.017 0.003 0.005 0.07
C 0.75852 0.88325 0.36452 0.102 0.144 0.050 -0.45
N -0.48164 0.43599 0.78286 -0.272 0.049 -0.559 0.17
C -1.46916 -0.38502 0.17105 0.127 0.110 0.232 -0.58
N -1.03960 -1.47767 -0.49030 -0.068 0.105 -0.135 0.18
O -2.63915 -0.10840 0.34031 0.108 -0.047 0.034 0.06
C 1.43238 0.39434 -0.91338 0.228 -0.430 0.535 -0.17
N 1.85461 -1.01985 -0.85056 0.047 0.196 -0.076 -0.01
H -0.93257 1.14399 1.34732 0.019 -0.152 0.271 0.15
H -0.06520 -1.68425 -0.66878 0.127 0.026 0.182 0.06
H -1.77425 -2.06445 -0.83935 0.036 -0.066 -0.152 0.11
H 0.75881 0.52971 -1.74868 -0.201 -0.002 -0.255 0.12
H 2.28231 1.06340 -1.00313 0.019 0.187 -0.230 0.11
H 2.29952 -1.25267 -1.73172 -0.158 -0.068 -0.105 0.08
H 2.60794 -1.10005 -0.17582 -0.133 -0.054 0.204 0.09
```
Forces are in eV/Å.

## Properties
- largest force on an atom (eV Å⁻¹) = 0.7
- lowest unoccupied orbital energy (eV) = 0.562
- HOMO (eV) = -10.079
- energy above the lowest of the compared OMol25 structures with the same formula, charge and spin (kcal per mole) = 9.0



Density functional theory data (the ωB97M-V functional and the def2-TZVPD basis) for C30H53BrN4P2Pb as an isolated structure at a distorted geometry.

XYZ file:
```
91
Properties=species:S:1:pos:R:3:forces:R:3:lowdin_charge:R:1
N -3.40627 3.50785 -8.92788 0.898 -2.119 3.670 0.31
C -3.41338 2.16709 -8.90923 -0.280 -0.062 -1.520 0.01
C -3.09392 1.44206 -7.74312 -0.185 1.138 0.631 0.06
C -2.79996 2.13970 -6.53749 -0.120 1.077 -1.165 -0.15
C -2.72876 3.54294 -6.64229 -0.490 -0.591 -0.690 0.03
C -3.08811 4.19594 -7.82525 0.085 1.547 -0.533 0.01
C -2.44346 1.53259 -5.25115 0.561 0.065 1.092 0.00
Pb -1.82835 -1.03967 -0.99601 1.786 -1.182 1.060 1.44
P -1.84120 -0.33242 5.26049 1.233 0.731 -3.529 1.21
C -2.16123 2.23946 -4.10494 -0.443 -0.367 -2.315 0.00
C -1.42469 1.70703 -2.95723 0.495 0.020 0.301 -0.23
C -1.43893 2.36539 -1.71012 -0.035 -0.587 -0.302 0.01
C -0.83712 1.76996 -0.59509 0.503 0.491 0.550 -0.23
C 0.27754 0.86402 -0.71827 -0.546 0.096 -1.349 -0.48
C 0.25400 0.15532 -1.99492 1.177 0.739 -0.040 -0.29
C -0.57170 0.59066 -3.08118 -0.291 0.663 0.160 -0.08
Br -0.18070 -0.57340 1.46438 -0.948 -1.092 0.690 0.29
H -2.32927 0.45318 -5.30353 0.153 0.028 0.215 0.12
H -2.45488 3.30252 -4.14020 0.397 -0.615 0.636 0.12
H -3.11696 0.36289 -7.78425 -0.067 -0.032 -0.181 0.14
H -2.38798 4.11277 -5.78541 -0.210 0.376 -0.537 0.12
H -3.66441 1.66920 -9.86375 0.124 0.146 0.603 0.17
H -3.07059 5.29574 -7.85467 -0.059 -0.485 -0.227 0.17
H -1.84345 3.38572 -1.64692 -0.559 -0.757 0.347 0.15
H -0.45492 0.23266 -4.11770 0.171 -0.490 0.900 0.14
H -1.17261 2.13082 0.38735 0.718 -0.013 -0.470 0.11
H 1.01462 -0.59627 -2.26945 -0.526 0.608 0.304 0.09
P 1.80813 1.37334 0.52184 -0.576 2.938 -1.173 1.03
C -2.77108 -1.16511 3.92969 -0.018 -0.573 0.920 -0.39
C -4.12046 -1.42529 4.60496 -0.600 -0.266 -0.019 -0.15
H -2.22483 -2.08022 3.63539 -0.399 0.331 0.146 0.08
H -2.81965 -0.45648 3.08676 0.094 -0.319 0.322 0.06
H -4.70056 -2.17899 4.07982 -0.097 -0.010 0.000 0.09
H -3.97005 -1.77097 5.63778 -0.218 -0.122 -0.300 0.08
H -4.72621 -0.51492 4.66250 0.097 -0.094 -0.034 0.09
C -1.94792 1.40339 4.69955 -0.712 -0.040 1.054 -0.36
C -1.85282 2.25457 5.96398 0.047 0.593 0.173 -0.14
H -2.90924 1.52463 4.17144 0.394 0.073 0.244 0.10
H -1.10032 1.55160 4.01202 -0.312 -0.152 0.121 0.07
H -2.14807 3.28317 5.76164 0.031 0.006 0.117 0.09
H -2.50617 1.85455 6.75381 0.159 0.307 -0.225 0.08
H -0.82632 2.27216 6.34751 -0.183 -0.018 0.019 0.08
C -0.08079 -0.72576 4.98251 0.263 -0.095 1.216 -0.39
C 0.38175 -1.79781 5.96314 0.463 -0.124 0.074 -0.13
H 0.47295 0.22620 5.09217 -0.163 -0.477 0.074 0.10
H 0.01476 -1.09438 3.95440 -0.352 0.248 0.134 -0.02
H 1.45098 -1.96778 5.82281 -0.095 -0.082 0.204 0.09
H 0.19251 -1.49786 6.99590 0.202 -0.075 -0.069 0.08
H -0.13294 -2.74563 5.78877 0.017 0.057 0.002 0.08
C 3.44239 0.97214 1.39064 -0.006 -1.862 0.228 -0.27
C 4.68106 1.69063 0.84597 0.005 0.133 -0.491 -0.09
H 3.50061 -0.12667 1.41576 0.521 0.321 0.079 0.09
H 3.29428 1.30927 2.42795 -0.409 -0.317 -0.420 0.09
H 5.04572 1.27759 -0.09849 -0.124 0.102 0.283 0.07
H 4.48411 2.76256 0.72257 0.225 -0.308 0.082 0.08
H 5.51580 1.61798 1.55366 -0.387 -0.209 0.119 0.11
C 1.08817 2.50465 1.80716 -0.590 -0.620 0.032 -0.35
C 0.63174 3.84662 1.27607 -0.217 0.693 -0.184 -0.11
H 1.85826 2.65618 2.57808 -0.126 -0.143 -0.421 0.10
H 0.28703 1.92393 2.29088 0.157 0.417 -0.106 0.01
H 1.44761 4.37236 0.76520 -0.231 -0.025 0.244 0.09
H -0.20272 3.77176 0.56934 0.336 0.174 0.252 0.05
H 0.29047 4.48067 2.10336 0.150 -0.129 -0.141 0.10
C 2.36552 2.48436 -0.83439 -0.242 -0.078 0.309 -0.34
C 3.00842 1.61055 -1.90736 0.327 0.002 -0.621 -0.11
H 3.04815 3.24962 -0.44161 -0.347 -0.170 -0.309 0.09
H 1.45040 2.97353 -1.21397 0.585 -0.029 0.137 0.09
H 2.84431 2.06178 -2.88765 0.120 -0.082 0.004 0.10
H 4.08636 1.47805 -1.78495 -0.295 0.167 -0.009 0.08
H 2.57106 0.60743 -1.95113 0.225 0.163 0.026 0.04
C 3.11716 -3.02833 -1.49307 0.026 -0.210 0.050 -0.05
N 2.29540 -4.08025 -0.88713 -1.046 1.065 0.088 -0.17
C 2.63693 -5.44920 -1.26566 0.478 -0.413 0.079 -0.03
C 0.98159 -3.79460 -0.52994 0.632 -1.011 0.508 -0.42
N 0.37889 -2.70457 -0.95309 0.112 1.741 -0.110 0.01
N 0.38360 -4.69959 0.30985 0.236 1.106 -0.535 -0.14
C 1.23941 -5.28682 1.34031 0.067 -0.835 0.053 -0.02
C -0.96248 -4.39244 0.77217 0.277 -0.156 0.012 -0.06
H 4.06929 -3.49934 -1.79104 -0.420 0.428 0.155 0.11
H 3.34193 -2.21774 -0.76564 -0.125 -0.439 -0.338 0.09
H 2.64258 -2.59416 -2.39634 0.270 -0.203 0.194 0.09
H 3.34899 -5.87120 -0.54913 -0.063 -0.101 -0.186 0.10
H 1.74885 -6.09062 -1.30178 0.273 0.238 -0.094 0.11
H 3.13395 -5.40661 -2.23980 -0.277 -0.246 0.075 0.10
H 1.17100 -2.06956 -1.17187 -1.141 -0.593 -0.409 -0.01
H 1.11796 -4.78192 2.30295 -0.129 0.113 -0.093 0.10
H 0.96312 -6.33671 1.45991 0.132 0.071 0.130 0.11
H 2.28535 -5.22755 1.04728 -0.286 -0.047 0.242 0.08
H -0.95322 -3.61338 1.54235 0.096 -0.047 0.131 0.05
H -1.55461 -4.02132 -0.05338 -0.270 -0.238 -0.257 0.05
H -1.40140 -5.30523 1.17540 -0.106 0.137 -0.086 0.11
```
Forces are in eV/Å.

## Properties
- largest force on an atom (eV Å⁻¹) = 4.3
- lowest unoccupied orbital energy (alpha / beta) (eV) = -13.265 / -12.217
- total charge = +4
- HOMO (alpha / beta) (eV) = -17.605 / -17.605
- energy above the lowest of the compared OMol25 structures with the same formula, charge and spin (kcal per mole) = 0.0



Density functional theory data (the ωB97M-V functional and the def2-TZVPD basis) for a 2-piece molecular cluster, C2H10N4O2 overall at a distorted geometry.

XYZ file:
```
18
Properties=species:S:1:pos:R:3:forces:R:3:lowdin_charge:R:1
C -1.98868 0.69046 -0.79192 -0.760 1.144 2.037 -0.04
N -1.68261 -0.18947 1.54119 -0.109 -1.244 0.490 -0.02
O -1.47802 0.85004 0.67326 0.050 0.729 -3.043 -0.30
H -1.21663 -1.03926 1.19453 -0.310 0.373 0.182 0.06
H -2.67829 -0.34339 1.68954 0.110 0.002 -0.187 0.08
H -2.60477 -0.20827 -0.87411 0.441 -0.111 -0.056 0.08
H -1.25406 0.86639 -1.58790 0.435 -0.593 0.610 0.08
H -2.65728 1.54437 -0.90148 -0.179 -0.056 0.086 0.08
N 1.48693 0.46102 0.21499 0.157 0.319 0.078 -0.02
C 1.54603 -0.81671 -0.25398 0.301 0.363 -0.330 -0.63
N 2.66893 1.16404 0.52034 0.005 -0.202 0.050 0.03
N 0.30570 -1.42142 -0.41010 -1.843 1.161 -0.666 0.12
O 2.59546 -1.36637 -0.53242 -0.024 -0.206 0.176 0.04
H 0.63822 0.84146 0.61357 0.055 -0.157 0.019 0.10
H 3.08302 1.50451 -0.34379 -0.063 -0.149 0.074 0.08
H 3.33718 0.50498 0.92549 -0.234 0.176 -0.149 0.08
H -0.47398 -0.75815 -0.74337 1.999 -1.735 0.642 0.07
H 0.37286 -2.28425 -0.93386 -0.030 0.186 -0.014 0.10
```
Forces are in eV/Å.

## Properties
- largest force on an atom (eV Å⁻¹) = 3.1
- lowest unoccupied orbital energy (eV) = 0.638
- HOMO (eV) = -9.527
- energy above the lowest of the compared OMol25 structures with the same formula, charge and spin (kcal per mole) = 75.3



largest force on an atom of number 7 (C2H10N4O2)? 3.1 eV Å⁻¹



Number 3 is which compound? C4H14N2O4